No. 1
C3H6N2O2 | ωB97M-V/def2-TZVPD

```
13
Properties=species:S:1:pos:R:3:forces:R:3:mulliken_charge:R:1
H 3.150 -0.750 -1.413 -0.0650 -0.0755 0.0303 0.24
N 2.278 -0.775 -0.890 0.0084 0.4217 0.0471 -0.62
C 1.916 0.409 -0.636 0.1693 -0.2017 -0.1010 0.13
O 0.813 0.724 0.058 -0.0908 0.1167 -0.0790 -0.37
C 0.030 -0.324 0.540 -0.1920 -0.2200 0.0626 -0.41
C -1.297 -0.201 0.439 0.2619 0.0907 -0.0369 0.58
N -1.940 0.771 -0.310 0.0679 0.0802 0.1669 -0.54
O -2.180 -1.051 1.029 0.0616 -0.1367 0.0792 -0.50
H 2.424 1.335 -0.912 0.0480 -0.1300 -0.0362 0.35
H 0.551 -1.187 0.925 -0.0693 0.0506 0.0579 0.31
H -2.733 1.182 0.164 -0.0071 -0.0538 -0.0449 0.25
H -1.301 1.472 -0.662 -0.1055 -0.1086 0.0612 0.26
H -1.710 -1.607 1.667 -0.0875 0.1663 -0.2072 0.31
```
Forces are in eV/Å.

Total charge: 0
Gap between HOMO and LUMO, eV: 8.8
SMILES string: [H]/N=C/O/C=C(\N)O

No. 2
C5H8O | ωB97M-V/def2-TZVPD

```
14
Properties=species:S:1:pos:R:3:forces:R:3:mulliken_charge:R:1
C 1.408 -0.378 0.460 -0.0517 -0.0591 0.0770 -1.20
C 0.636 0.641 -0.344 0.1397 0.0930 0.1426 0.12
C -0.740 0.428 -1.012 -0.2249 -0.1723 -0.3908 -0.13
C -1.771 -0.150 -0.087 0.1147 0.1002 -0.0223 -0.57
O -1.347 0.576 0.972 -0.1246 -0.1166 0.1173 -0.19
C -0.522 1.398 0.128 0.2513 0.3604 0.0706 -0.17
H 0.750 -1.056 1.007 0.0470 0.1220 -0.0628 0.27
H 2.048 0.134 1.187 -0.0675 -0.0631 -0.1077 0.32
H 2.051 -0.974 -0.193 -0.1370 0.0648 0.0588 0.32
H 1.254 1.247 -1.003 -0.0659 -0.0270 0.0235 0.40
H -0.878 0.581 -2.073 0.0149 0.0056 0.1154 0.40
H -0.810 -2.681 0.448 0.1506 -0.2112 0.0306 0.06
H -1.390 -2.229 0.335 -0.0976 -0.0382 -0.0059 -0.01
H -0.691 2.464 0.177 0.0510 -0.0584 -0.0464 0.37
```
Forces are in eV/Å.

Total charge: 0
Gap between HOMO and LUMO, eV: 9.3

No. 3
C30H20Cl5N4NiO3S | ωB97M-V/def2-TZVPD

```
64
Properties=species:S:1:pos:R:3:forces:R:3:mulliken_charge:R:1
Ni -0.656 -1.332 -0.675 0.4958 -0.6720 0.1737 0.49
C 2.783 4.408 3.393 0.0122 0.0130 0.0139 -1.59
C 2.579 2.951 3.080 -0.0305 0.0164 0.0096 0.99
C 1.336 2.352 3.253 -0.0074 -0.0272 0.0249 -0.62
C 1.135 1.020 2.930 0.0476 0.0363 0.0253 -0.47
C 2.182 0.267 2.419 -0.0497 0.1204 0.0493 -0.14
C 3.438 0.839 2.270 -0.0561 -0.0136 -0.0769 -0.44
C 3.628 2.173 2.598 0.0394 -0.0151 -0.0132 -0.63
S 1.856 -1.401 1.897 -0.0475 -0.0091 0.1373 1.13
O 0.852 -1.915 2.786 0.0278 -0.0001 -0.0053 -0.71
O 3.143 -2.056 1.833 0.0469 -0.0574 0.0438 -0.75
N 1.189 -1.235 0.460 0.2338 -0.0127 -0.1968 -0.22
C 1.915 -1.023 -0.674 -0.2784 0.1590 -0.0231 0.99
C 3.304 -0.951 -0.886 0.1057 -0.0539 -0.0145 -0.99
C 3.759 -0.759 -2.172 -0.0736 0.0256 -0.0809 -0.46
C 2.868 -0.631 -3.241 0.0575 -0.0124 0.0949 -0.93
C 1.521 -0.685 -2.950 -0.0975 0.0829 -0.0506 -0.13
N 1.064 -0.853 -1.715 -0.1476 0.1338 0.2337 0.18
H 1.936 4.813 3.946 -0.0097 -0.0017 0.0007 0.35
H 2.891 4.994 2.478 -0.0061 -0.0100 -0.0174 0.29
H 3.684 4.565 3.989 0.0063 -0.0074 -0.0028 0.42
H 0.507 2.937 3.633 0.0016 0.0085 0.0019 0.29
H 0.170 0.556 3.078 -0.0735 -0.0439 -0.0249 0.57
H 4.258 0.234 1.906 0.0080 -0.0093 0.0045 0.44
H 4.609 2.618 2.477 0.0073 0.0008 0.0007 0.40
H 3.988 -1.095 -0.065 -0.0421 -0.0098 -0.0063 0.45
H 4.827 -0.717 -2.351 0.0045 -0.0033 -0.0088 0.39
H 3.206 -0.496 -4.258 0.0159 0.0090 -0.0011 0.40
H 0.764 -0.579 -3.721 0.0189 -0.0147 -0.0083 0.33
C -0.517 4.421 0.773 -0.0719 0.0268 0.0330 -0.47
C 0.208 3.526 0.000 -0.0416 -0.1200 -0.0066 -1.01
C -0.149 2.184 -0.021 0.1394 0.2109 -0.0682 0.94
C -1.217 1.748 0.745 0.0000 -0.8101 -0.1031 -0.72
C -1.957 2.635 1.511 -0.1107 0.0997 0.1012 -0.50
C -1.605 3.975 1.520 0.0771 -0.0162 -0.0373 -0.61
N -1.460 0.323 0.702 -0.1261 0.4243 0.3175 0.88
N -2.167 -0.119 1.629 0.3236 -0.3726 -0.3467 -0.73
C -2.309 -1.544 1.570 -0.0014 0.9152 0.1828 0.84
C -3.036 -2.127 2.599 -0.0640 -0.2374 0.0154 -0.60
C -3.175 -3.504 2.613 0.0567 0.0731 -0.0627 -0.51
C -2.581 -4.252 1.598 -0.0737 -0.0839 0.0774 -0.64
C -1.864 -3.645 0.578 0.0508 0.1662 -0.1007 -0.17
C -1.699 -2.261 0.545 -0.2753 -0.0784 0.0077 0.05
H -0.244 5.468 0.790 0.0019 0.0142 0.0044 0.42
H 1.053 3.866 -0.584 0.0079 0.0090 0.0017 0.44
H 0.410 1.461 -0.604 -0.0283 -0.0065 0.0060 0.28
H -2.791 2.265 2.092 0.0219 -0.0003 -0.0102 0.42
H -2.177 4.675 2.116 -0.0027 0.0228 -0.0032 0.38
H -3.471 -1.505 3.371 0.0077 0.0450 -0.0086 0.42
H -3.733 -3.992 3.402 0.0057 -0.0131 0.0051 0.36
H -2.686 -5.331 1.608 0.0065 -0.0081 -0.0222 0.39
H -1.431 -4.246 -0.213 0.0025 -0.0149 0.0097 0.38
Cl -3.792 -1.385 -7.289 0.0261 -0.0129 0.0616 -0.22
C -3.082 -1.679 -5.738 -0.0296 0.0632 -0.0677 0.30
C -2.847 -0.632 -4.852 -0.0419 0.0642 -0.0620 0.00
Cl -3.278 0.980 -5.306 0.0048 -0.0312 -0.0030 -0.21
C -2.274 -0.863 -3.613 0.1137 -0.0923 0.2209 0.70
Cl -2.004 0.442 -2.509 -0.1120 0.1264 -0.1937 -0.20
C -1.891 -2.163 -3.180 0.0077 -0.0403 -0.0514 -0.76
O -1.345 -2.446 -2.064 -0.0892 0.0778 -0.1708 -0.81
C -2.159 -3.208 -4.111 0.0381 -0.0036 0.0592 0.18
Cl -1.721 -4.806 -3.622 -0.0211 0.0535 -0.0360 -0.20
C -2.731 -2.970 -5.346 -0.0157 -0.1283 -0.0540 0.17
Cl -3.016 -4.292 -6.427 0.0038 0.0457 0.0209 -0.21
```
Forces are in eV/Å.

Total charge: -1
Gap between HOMO and LUMO (spin up / spin down), eV: 7.3 / 7.3

No. 4
C24H42AsN5NaO6Si3Te | ωB97M-V/def2-TZVPD

```
83
Properties=species:S:1:pos:R:3:forces:R:3:mulliken_charge:R:1
Na 0.413 0.130 -1.277 -0.1233 0.4909 0.2081 1.00
O -1.374 -2.068 1.525 -0.0035 0.0156 -0.0600 -0.70
C -0.479 -1.670 0.773 -0.2487 -0.1612 -0.1587 0.29
O -0.454 -1.783 -0.499 0.0541 0.2015 -0.0640 -0.72
C 0.760 -0.954 1.413 0.2341 -0.0829 0.1881 0.90
O 1.184 -1.397 2.487 0.0007 0.0325 -0.0111 -0.84
O 1.286 0.010 0.757 -0.1484 -0.1523 -0.2501 -0.72
N -1.721 0.005 -2.743 -0.0091 -0.3531 0.0813 -0.23
N -1.456 -0.865 -3.842 -0.0552 0.0619 0.0016 -0.46
C -0.149 -1.347 -3.917 0.0440 -0.1385 -0.0055 0.62
N -0.017 -2.498 -4.663 0.0739 0.0504 -0.0173 -0.61
N 0.799 -0.696 -3.359 -0.0875 -0.1200 0.1449 -0.21
N 2.094 -1.274 -3.420 0.0393 -0.1045 -0.1060 -0.01
O 2.796 -0.650 -2.349 0.1288 0.0250 -0.0614 -0.47
O 2.064 -2.587 -2.965 0.0458 0.0462 -0.1268 -0.82
H -1.783 -0.565 -1.893 -0.0300 -0.0319 0.0888 0.08
H -2.636 0.402 -2.907 0.0782 0.1876 -0.0346 0.28
H -2.114 -1.632 -3.889 0.0016 -0.0259 0.0290 0.29
H -0.843 -3.073 -4.705 -0.0150 0.0180 -0.0117 0.27
H 0.803 -3.020 -4.372 -0.0068 -0.0104 -0.0087 0.28
Te 2.781 -2.106 -0.959 -0.1913 -0.1542 0.0411 0.71
C 4.246 -3.529 -1.530 0.0923 0.1271 0.0636 0.40
C 4.483 -4.600 -0.680 0.0113 0.0606 0.0138 -0.44
C 5.465 -5.532 -0.997 0.0019 -0.0002 -0.0032 -0.61
C 6.210 -5.384 -2.157 -0.0110 0.0048 0.0092 -0.43
C 5.968 -4.310 -3.007 0.0078 -0.0229 0.0154 -0.67
C 4.984 -3.385 -2.698 -0.0493 -0.0023 -0.0657 -0.10
C 4.277 -0.902 -0.054 0.0224 0.0677 0.1317 0.45
C 4.193 -0.762 1.328 -0.0473 0.0496 -0.0339 -0.29
C 5.179 -0.049 2.001 0.0105 0.0140 -0.0209 -0.71
C 6.226 0.530 1.299 0.0019 0.0008 0.0073 -0.37
C 6.290 0.408 -0.084 0.0069 0.0024 0.0035 -0.63
C 5.316 -0.309 -0.762 -0.0063 -0.1005 -0.0443 -0.14
H 3.905 -4.712 0.231 0.0153 -0.0166 0.0097 0.34
H 5.645 -6.370 -0.336 -0.0016 -0.0012 -0.0010 0.39
H 6.976 -6.109 -2.403 0.0015 0.0023 -0.0049 0.36
H 6.546 -4.200 -3.916 -0.0036 0.0061 -0.0021 0.38
H 4.768 -2.566 -3.373 0.0035 0.0025 0.0079 0.36
H 3.332 -1.141 1.873 0.0613 -0.0311 0.0129 0.21
H 5.108 0.074 3.074 -0.0015 -0.0071 0.0034 0.42
H 6.988 1.091 1.827 -0.0021 0.0017 0.0003 0.37
H 7.097 0.876 -0.635 -0.0009 -0.0025 -0.0016 0.36
H 5.354 -0.397 -1.840 0.0207 0.0029 0.0029 0.33
C -4.282 -1.046 2.336 0.0319 -0.0406 -0.0120 -0.97
Si -3.162 0.365 2.829 -0.0143 0.0094 0.0561 0.34
C -1.781 -0.167 3.959 0.0158 -0.0086 0.0049 -0.99
C -4.181 1.630 3.791 -0.0140 0.0287 -0.0197 -1.04
As -2.339 1.229 0.789 0.0857 -0.0825 -0.0493 0.41
Si -4.259 1.901 -0.346 -0.0552 0.0448 -0.0247 0.53
C -3.735 3.072 -1.725 0.0367 -0.0107 -0.0194 -1.21
C -5.005 0.343 -1.120 0.0393 -0.0054 -0.0077 -1.40
C -5.625 2.759 0.621 -0.0058 -0.0168 0.0630 -1.20
Si -1.220 3.211 1.312 0.0587 0.1123 0.0279 0.33
C -0.473 3.877 -0.281 -0.0062 -0.0173 -0.0018 -0.99
C -2.258 4.603 2.044 -0.0253 -0.0008 0.0107 -1.08
C 0.155 2.770 2.492 -0.0068 -0.0396 0.0258 -0.69
H -4.689 -1.541 3.222 0.0032 0.0119 0.0129 0.41
H -3.689 -1.768 1.772 -0.0316 0.0011 -0.0045 0.23
H -5.121 -0.694 1.729 -0.0063 -0.0159 -0.0209 0.23
H -2.213 -0.820 4.726 -0.0119 0.0033 -0.0015 0.41
H -1.335 0.688 4.471 0.0314 0.0061 -0.0134 0.32
H -1.014 -0.737 3.435 -0.0083 0.0191 0.0464 0.17
H -4.431 1.214 4.772 0.0028 -0.0174 -0.0057 0.37
H -5.113 1.886 3.287 -0.0031 0.0345 -0.0046 0.22
H -3.618 2.551 3.956 -0.0069 0.0030 0.0110 0.20
H -2.787 2.762 -2.171 -0.0096 0.0179 -0.0249 0.31
H -3.610 4.089 -1.346 0.0300 -0.0029 0.0076 0.27
H -4.493 3.101 -2.514 -0.0168 0.0061 0.0157 0.44
H -5.164 0.473 -2.195 -0.0037 0.0009 -0.0029 0.44
H -5.974 0.109 -0.673 0.0081 -0.0115 0.0150 0.40
H -4.354 -0.520 -0.969 -0.0257 -0.0167 -0.0176 0.35
H -5.229 3.554 1.256 -0.0223 0.0063 0.0003 0.31
H -6.146 2.044 1.260 -0.0004 0.0187 0.0271 0.28
H -6.361 3.196 -0.060 0.0130 -0.0090 -0.0307 0.37
H -1.215 4.385 -0.898 -0.0051 -0.0183 -0.0254 0.27
H -0.027 3.078 -0.876 0.0208 0.0205 -0.0085 0.17
H 0.317 4.595 -0.043 -0.0005 0.0054 0.0014 0.38
H -3.162 4.785 1.459 0.0008 0.0074 0.0078 0.21
H -1.677 5.530 2.062 0.0163 -0.0065 0.0014 0.41
H -2.555 4.376 3.069 -0.0434 0.0012 -0.0100 0.31
H 0.786 1.983 2.068 -0.0070 0.0013 0.0085 -0.11
H -0.245 2.400 3.438 0.0168 -0.0010 0.0082 0.21
H 0.772 3.647 2.706 0.0038 0.0085 -0.0175 0.43
```
Forces are in eV/Å.

Total charge: -1
Gap between HOMO and LUMO, eV: 6.9

No. 5
C35H29AlN4PS3 | ωB97M-V/def2-TZVPD

```
73
Properties=species:S:1:pos:R:3:forces:R:3:mulliken_charge:R:1
Al -0.252 0.260 -0.617 0.1822 -0.0635 0.0519 -0.09
S 1.650 1.256 0.508 -0.3725 0.2777 0.4154 -0.42
C 0.266 1.869 1.326 0.0299 -0.1072 -0.0474 0.55
N -0.911 1.403 0.951 -0.1845 -0.1000 -0.0624 0.87
C -1.969 1.982 1.654 0.1389 -0.0988 -0.2925 -1.33
C -3.322 1.717 1.465 -0.1086 0.0335 -0.0930 0.49
C -4.242 2.376 2.260 0.0308 0.0111 0.0004 -0.86
C -3.826 3.289 3.235 0.0817 -0.0387 0.0035 -0.62
C -2.481 3.559 3.424 -0.0182 0.0317 0.0000 -0.60
C -1.557 2.898 2.620 0.0282 0.0419 0.0593 0.82
S 0.184 3.034 2.600 0.0859 0.0292 0.0533 -0.27
H -3.640 1.018 0.700 0.0264 0.0138 0.0440 0.51
H -5.299 2.187 2.120 0.0430 0.0064 0.0138 0.44
H -4.564 3.793 3.847 0.0439 -0.0139 -0.0308 0.43
H -2.158 4.273 4.172 -0.0193 -0.0488 -0.0391 0.44
N -0.489 -2.895 0.295 0.0321 0.2708 -0.0279 0.12
P -0.004 -1.645 1.374 0.0321 -0.0667 -0.4279 1.10
C -1.014 -1.972 2.842 -0.0162 0.0241 0.1019 0.26
C -0.823 -3.126 3.608 -0.0438 0.0090 0.0222 -0.61
C -1.668 -3.401 4.671 -0.0208 0.0581 0.0124 -0.73
C -2.699 -2.518 4.987 0.0384 -0.0258 -0.0086 -0.57
C -2.886 -1.366 4.239 0.0573 -0.0140 -0.0074 -0.67
C -2.044 -1.092 3.167 -0.0029 0.0559 -0.0421 -0.01
C 1.662 -2.137 1.899 -0.0081 -0.1604 -0.0991 0.25
C 2.493 -2.893 1.074 0.0479 -0.0213 0.0391 -0.58
C 3.793 -3.184 1.473 -0.0549 0.0340 -0.0244 -0.77
C 4.275 -2.710 2.684 -0.0139 -0.0029 0.0028 -0.49
C 3.453 -1.947 3.504 -0.0518 0.0034 0.0029 -0.70
C 2.151 -1.666 3.117 0.0235 0.0524 0.0007 -0.44
C -1.249 -2.637 -0.826 0.0418 0.2890 0.1765 0.49
C -1.775 -3.701 -1.568 0.0493 -0.1019 0.1101 -1.09
C -2.520 -3.441 -2.686 -0.1042 -0.1220 -0.1537 -0.40
C -2.758 -2.121 -3.072 -0.0480 -0.0933 -0.0180 -1.19
C -2.213 -1.127 -2.315 0.1327 0.0493 0.5061 -0.47
N -1.462 -1.355 -1.195 -0.0370 -0.0505 -0.2518 0.54
H -0.417 -3.866 0.559 -0.0474 -0.0571 -0.0107 0.32
H -0.007 -3.806 3.385 -0.0274 0.0448 -0.0154 0.39
H -1.518 -4.296 5.262 -0.0152 0.0483 -0.0250 0.42
H -3.351 -2.731 5.825 0.0128 -0.0009 -0.0285 0.40
H -3.681 -0.674 4.490 0.0254 -0.0198 -0.0126 0.48
H -2.189 -0.183 2.590 0.0239 -0.2764 0.1324 0.14
H 2.124 -3.247 0.120 0.0102 -0.0079 0.0149 0.44
H 4.431 -3.785 0.837 -0.0260 -0.0055 0.0040 0.43
H 5.287 -2.941 2.994 -0.0429 0.0194 -0.0182 0.41
H 3.826 -1.576 4.451 -0.0319 -0.0132 -0.0430 0.42
H 1.516 -1.077 3.770 0.0045 -0.0175 -0.0179 0.46
H -1.579 -4.715 -1.244 -0.0104 0.0175 -0.0157 0.47
H -2.925 -4.262 -3.265 0.0180 0.0299 0.0302 0.43
H -3.349 -1.876 -3.942 0.0154 -0.0157 0.0179 0.49
H -2.351 -0.087 -2.574 0.0480 -0.0057 0.0382 0.75
S 1.408 -1.232 -1.940 0.1289 0.0248 0.0528 -0.52
C 2.887 -0.423 -2.256 -0.0256 0.0207 0.0671 0.85
N 3.973 -1.187 -2.545 -0.0248 -0.0500 -0.0342 0.01
C 5.201 -0.710 -2.868 -0.1313 -0.2231 0.0787 -0.28
C 5.419 0.628 -2.900 0.0563 0.1135 -0.0209 -0.69
C 4.339 1.472 -2.600 -0.0514 0.1313 0.0269 -0.63
C 3.102 0.967 -2.288 -0.0696 0.0174 -0.0764 -0.47
H 3.822 -2.187 -2.527 0.0234 -0.0297 0.0055 0.25
H 5.957 -1.449 -3.079 -0.0053 -0.0326 -0.0148 0.44
H 6.395 1.015 -3.153 -0.0361 -0.0018 0.0131 0.42
H 4.479 2.545 -2.623 -0.0171 -0.0110 0.0039 0.46
H 2.270 1.618 -2.073 -0.0183 0.0338 -0.0655 0.50
C -1.226 3.541 -4.013 0.0124 -0.0226 0.0090 -0.57
C -0.455 2.427 -4.317 -0.0060 -0.0782 0.0679 -0.91
C -0.224 1.453 -3.350 -0.1187 0.0899 -0.1211 0.40
C -0.737 1.551 -2.046 0.1699 0.0687 -0.1137 -0.42
C -1.530 2.676 -1.784 0.0367 0.1168 -0.0723 0.04
C -1.772 3.656 -2.744 -0.0197 -0.0950 0.0519 -0.80
H -1.406 4.306 -4.759 0.0069 -0.0326 0.0241 0.37
H -0.038 2.313 -5.311 -0.0020 -0.0073 0.0230 0.43
H 0.347 0.576 -3.637 0.0602 0.0523 0.0247 0.51
H -1.982 2.814 -0.809 0.0256 0.0117 0.0153 0.30
H -2.392 4.510 -2.498 0.0072 0.0007 0.0143 0.44
```
Forces are in eV/Å.

Total charge: +1
Gap between HOMO and LUMO, eV: 7.7